[1]
{"formula": "C3H6N2OS2", "method": "the ωB97M-V functional and the def2-TZVPD basis", "relative_energy_kcal_mol": 97.1, "charge": 0, "smiles": "CC(=S)O/N=C\\NS", "max_force_ev_per_a": 3.85, "e_homo_ev": -8.5, "total_energy_ev": -29903.114, "orbital_gap_ev": 8.908, "elements": ["C", "C", "C", "H", "H", "H", "H", "H", "H", "N", "N", "O", "S", "S"], "coordinates": [[-2.055579, 1.494176, -0.048721], [-1.842650, -0.023405, -0.075328], [1.242000, -1.411642, -0.009702], [-1.755194, 1.947958, -0.960905], [-3.068948, 1.704202, 0.333055], [-1.128740, 1.744366, 0.721090], [1.703681, -2.341746, -0.112290], [1.302857, 0.515415, -0.593343], [3.533006, -0.160739, 1.252040], [-0.037103, -1.497772, 0.263416], [1.908650, -0.347874, -0.424634], [-0.500375, -0.109016, 0.083167], [-2.871016, -1.274327, -0.246163], [3.569414, -0.239592, -0.181676]], "atomic_forces_ev_per_a": [[1.7, -1.2, 3.2], [0.2, 0.5, -0.3], [-3.4, -1.0, 0.0], [-0.3, 0.4, -0.9], [0.7, 0.4, -0.4], [-2.9, 0.2, -1.6], [1.0, -1.4, 0.6], [1.6, -1.6, 0.6], [0.2, 0.0, -1.8], [1.8, 1.6, -0.8], [-0.6, 3.0, -0.9], [-0.4, -2.0, 0.4], [0.2, 0.9, 0.1], [0.0, 0.1, 1.8]]}

***

[2]
{"formula": "C5H10FO", "method": "the ωB97M-V functional and the def2-TZVPD basis", "charge": 1, "max_force_ev_per_a": 12.58, "e_homo_ev": [-8.7, -16.7], "multiplicity": 3, "total_energy_ev": -10094.466, "orbital_gap_ev": [5.825, 6.109], "elements": ["C", "C", "C", "C", "C", "O", "F", "H", "H", "H", "H", "H", "H", "H", "H", "H", "H"], "coordinates": [[0.036688, 0.155070, -0.196359], [-0.892280, -0.942733, -0.500189], [2.443602, -0.411005, -0.109280], [-2.328445, 1.020145, 0.081584], [1.214480, -0.036092, 0.719807], [-1.289083, 0.089486, 0.427820], [-0.742622, -2.108562, 0.094454], [0.134154, 0.939983, -0.942940], [-1.465329, -1.019295, -1.422658], [2.290298, -1.353076, -0.627888], [3.298017, -0.521371, 0.550309], [2.674569, 0.360591, -0.838423], [-3.282246, 0.559278, 0.343498], [-2.177886, 1.911027, 0.692847], [-2.316318, 1.285992, -0.975831], [1.402048, 0.893609, 1.259233], [1.000355, -0.823039, 1.444010]], "atomic_forces_ev_per_a": [[11.3, 4.6, -3.0], [-2.2, -3.5, 1.3], [0.3, 0.5, 0.7], [-2.6, 1.1, 0.4], [0.2, -2.9, -2.1], [-7.9, -1.1, 3.7], [0.1, 0.8, -0.6], [-0.2, -0.2, 0.0], [0.4, 0.2, -0.3], [-0.1, -0.2, 0.0], [0.4, -0.1, 0.0], [0.0, 0.0, -0.1], [0.1, 0.1, -0.2], [0.2, -0.1, -0.1], [0.3, -0.1, -0.2], [-0.4, 0.8, 0.0], [0.1, 0.2, 0.3]]}